Computed, not measured: 7 unconnected molecules or ions with the total composition C54H50F3N5O13S at a distorted geometry, with ωB97M-V/def2-TZVPD.

```
126
Properties=species:S:1:pos:R:3:mulliken_charge:R:1
C -4.11823 1.22278 -7.07614 -0.517
C -2.90396 0.53804 -0.43484 -0.342
H 1.93984 -5.09564 -4.79027 0.227
C 4.02976 0.97793 5.21043 -0.342
H 2.66840 -1.39398 -3.12376 0.262
O -7.67285 3.66515 6.96140 -0.552
C -4.75961 4.28550 5.01493 -0.217
H -1.26864 3.85855 4.75374 0.300
O -5.52886 2.34041 -8.59711 -0.552
H -3.77214 -5.49469 -1.81713 0.274
H 4.13127 3.17591 2.49673 -0.103
F 1.03728 -2.32114 -0.98692 -0.192
C 2.48256 -3.35604 -3.96926 0.354
H 1.69957 -1.65803 -6.08101 0.368
H -4.18260 -2.64870 2.29441 0.470
C -3.98725 -4.68897 1.53420 0.292
H 0.04036 2.50637 4.50283 0.127
N 1.95700 -4.07808 -5.02363 -0.619
C -5.56787 4.36874 7.75284 -0.422
C -3.86891 -5.49410 0.30255 -0.319
H -0.50741 5.20804 2.82339 0.308
H 2.41290 -5.05460 -2.66057 0.249
H 4.90607 0.22116 8.50005 0.415
C 2.34291 4.54892 1.71401 -0.491
C -2.46204 -7.33621 -3.95978 0.440
C -4.30614 4.70007 7.46200 -0.380
C -6.02134 3.95417 5.30576 -0.365
O -3.99442 -5.21448 2.63887 -0.571
O 0.70079 0.55991 2.71292 -0.276
C 9.06979 0.20708 0.76447 0.306
H -2.69443 -9.50980 -4.01511 0.417
F 2.00040 -1.55127 1.05166 -0.267
H 1.69303 4.75088 3.95467 0.323
C -1.76659 1.31675 2.06860 0.513
O 7.32584 2.30823 5.37392 -0.546
H 3.57525 2.77803 0.70256 0.082
O -0.95777 2.33852 -5.88149 -0.541
C -1.47966 -0.24712 -0.82546 0.175
O 2.85708 -0.10903 6.94123 -0.566
C 6.29805 1.75139 5.73461 0.198
H -0.92695 0.64570 -3.95757 0.105
C 5.02903 0.61498 7.49853 -0.396
N 2.90358 -4.13462 -2.72542 -0.467
C 5.15388 1.58422 4.81661 0.486
C -4.47753 2.34001 -7.97163 0.298
H 0.59763 -0.27988 3.25022 0.252
C -3.96749 -3.45442 -1.05692 0.370
C -2.62019 -8.63300 -4.64719 -0.430
H -4.16382 -1.57639 0.04581 0.464
N -4.42110 1.99092 1.23041 -0.413
F 2.13278 -0.13089 -0.86262 -0.291
C -4.08583 -2.64929 0.17474 -0.027
H -2.33213 -5.32844 -6.76809 0.441
C -6.51839 3.97050 6.69590 0.349
H 8.75246 3.47421 1.84142 0.417
C -0.80918 3.12381 3.93664 -0.264
H -3.59594 4.99378 8.22529 0.429
H 1.81560 2.97837 3.32415 -0.177
C -2.66863 -8.70979 -5.98064 -0.386
H 7.40133 -1.19593 0.59312 0.424
C -0.17953 -0.32045 0.22433 0.156
H 10.47580 1.85523 1.05693 0.404
C -2.96837 1.22222 -6.39485 0.056
H -2.68921 0.41036 -5.73440 0.310
H -0.32939 3.67147 1.66315 0.288
O -2.41962 -7.26479 -2.73928 -0.555
O -3.96032 -2.92890 -2.16159 -0.577
S -5.26714 1.55154 -0.26479 0.123
C -2.00909 2.33892 -6.50698 0.514
O -2.60694 -7.57345 -8.04391 -0.552
C -2.36840 3.45615 -7.40247 -0.438
H -3.00105 2.79519 3.37974 -0.335
C -0.17580 4.06362 2.75439 -0.660
H -4.37965 4.27778 4.00034 0.480
H 1.65443 4.45067 0.77297 0.287
C -3.05332 1.31554 0.99966 0.324
C -2.40636 -6.20524 -6.13601 -0.433
C 1.21612 -1.10256 -0.15725 0.768
H -1.65397 4.26746 -7.47454 0.418
H -4.83265 0.41147 -7.00407 0.445
C -3.51825 3.45671 -8.08376 -0.405
O 9.91638 -0.58660 0.37733 -0.563
H 1.90337 -0.06744 -5.06447 0.310
H -5.94784 4.37646 8.76742 0.402
C 1.62264 -1.21594 -4.98886 -0.823
H -2.56721 -0.87356 -2.80456 0.434
H 5.27685 1.97804 3.81510 -0.015
H 3.94511 -4.26784 -2.70742 0.252
H 7.00153 1.35102 7.76596 0.419
C 9.42934 1.58861 1.14115 -0.434
H -3.79092 -6.56700 0.43147 0.458
C -2.01855 2.12498 3.47195 -0.088
C 6.15315 1.22127 7.10472 -0.447
H 4.59417 4.33919 1.04448 0.277
C -3.80909 4.68374 6.07187 0.363
H -3.79741 4.26857 -8.74421 0.405
H -1.26958 -2.08961 -2.15891 0.239
H 3.18139 0.84819 4.54918 0.710
C -1.47263 -0.94071 -2.33317 -0.619
C -2.56451 -7.50203 -6.82342 0.340
C -4.09576 -3.22453 1.38111 -0.389
H 5.67800 0.42305 1.37761 0.601
C -3.85898 -4.91886 -0.90382 -0.371
C -2.35793 -6.12845 -4.80256 -0.256
C 6.72445 0.68966 1.29339 -0.221
C 8.50479 2.45711 1.56216 -0.325
H -0.61998 -1.16948 -5.46913 0.126
H -2.78498 -9.65283 -6.50061 0.405
H -2.24158 -5.18541 -4.28258 0.574
O 6.23741 2.86487 2.05722 -0.511
C 1.47540 4.07483 3.02109 -0.082
C -0.41380 -0.25536 -3.37987 -0.055
C 7.64900 -0.17883 0.87238 -0.489
C 0.05912 -1.37643 -4.51157 -0.004
H -2.19741 1.33267 4.31470 0.382
C 7.08400 2.07120 1.67007 0.324
O -2.65463 4.98908 5.80636 -0.575
C 3.88486 0.44781 6.58053 0.188
H 0.50317 0.20005 -2.81310 0.229
H -0.21549 -2.47647 -4.13965 0.060
C 3.73361 3.65600 1.48712 -0.367
C -0.37840 0.49157 1.67304 -0.538
H -6.73154 3.66046 4.54247 0.428
N -4.16155 0.62339 -1.30662 -0.451
N 2.63841 -1.85293 -4.06524 -0.289
H 2.67978 5.66506 1.87916 0.265
```

The highest occupied orbital energy is -8.65 eV. As for the gap between HOMO and LUMO: 6.50 eV. As for the SMILES: [H]/N=C(\N)NCCCCc1c(C(F)(F)F)c(O)c(CCCCCC)c2nsnc12.O=C1C=CC(=O)C=C1.O=C1C=CC(=O)C=C1.O=C1C=CC(=O)C=C1.O=C1C=CC(=O)C=C1.O=C1C=CC(=O)C=C1.O=C1C=CC(=O)C=C1. The LUMO energy comes out at -2.16 eV.

Computed, not measured: C19H24ClN3O2S in the gas phase at a distorted geometry, with ωB97M-V/def2-TZVPD.

```
50
Properties=species:S:1:pos:R:3:mulliken_charge:R:1
H 1.26224 -1.79210 3.97285 0.467
C 3.14421 -1.22306 3.10558 -0.298
H 1.05472 1.84028 -3.27615 0.354
H -1.86490 -0.18740 -3.26430 0.398
C 0.02090 1.04506 2.88009 -0.354
H -2.91515 0.58667 -2.07390 0.329
H -1.06738 0.60682 -0.43696 -0.792
H -3.19358 1.83024 1.04991 0.358
C -2.29142 1.58492 1.58998 -0.458
H 4.89907 -0.73768 1.97466 0.413
N -0.62310 1.92258 -1.95097 0.251
C -2.05414 -0.07109 -2.19599 -1.251
C 0.36905 -0.38468 -1.65314 -1.149
O 2.37100 -2.39006 -1.86942 -0.731
N 0.04570 1.91779 1.88993 -0.485
N 0.03818 -1.66831 -1.07616 0.649
H 3.57572 -0.92968 4.05077 0.421
H 1.23082 0.00501 -1.10564 0.547
C -1.08371 2.18998 1.24543 0.406
H -0.52153 1.39057 -3.96187 0.312
C -2.30786 0.66184 2.62038 -0.471
H 0.88877 2.31823 -0.48933 0.292
C 2.04352 -2.00146 0.69613 -0.440
O 0.95994 -3.98439 -0.64080 -0.700
H 0.65128 -0.50227 -2.70793 0.160
H -0.17232 3.08006 -3.60794 0.444
C 3.89013 -1.11793 1.94167 -0.800
H -0.62933 4.13308 0.57019 0.455
H -1.96059 3.36277 -0.31607 0.297
C -0.98340 3.19575 0.13652 -0.816
C 3.33824 -1.51924 0.73693 -0.015
H 0.33878 3.68040 -1.48350 0.531
C -2.32459 -1.44082 -1.58058 -0.484
C -0.83972 0.55825 -1.50473 0.922
H -1.09738 -0.32983 4.09631 0.408
Cl -0.31626 -2.65422 1.77458 -0.103
S 1.38716 -2.63454 -0.85240 1.362
C -0.02253 2.05652 -3.26278 -1.226
C -1.12486 0.38081 3.28627 -0.415
C 1.84613 -1.70321 3.07095 -0.869
C -1.08494 -2.31648 -1.72559 -0.956
C 1.29164 -2.08291 1.85582 0.553
C 0.00948 2.77948 -0.96246 -0.517
H -1.21568 -3.28493 -1.24177 0.457
H -3.16791 -1.92515 -2.07456 0.468
H 3.89022 -1.47940 -0.18912 0.542
H -2.55950 -1.32767 -0.52080 0.201
H -3.22761 0.16959 2.90197 0.416
H -0.86938 -2.48601 -2.79142 0.342
H 0.97188 0.87780 3.36935 0.577
```

The highest occupied orbital energy is -8.35 eV. As for the gap between HOMO and LUMO: 8.91 eV. As for the SMILES: CN(CCc1ccccn1)[C@H]1CCCN(S(=O)(=O)c2ccccc2Cl)C1. The energy above the lowest of the compared OMol25 structures with the same formula, charge and spin is 9.4 kJ/mol. The LUMO energy comes out at 0.56 eV.

| no. | E_tot (Eh) |
| --- | --- |
| 1 | -4036.59578 |
| 2 | -1911.52131 |